# 1
# H6NO

2 unconnected molecules or ions with the total composition H6NO (ωB97M-V/def2-TZVPD, OMol25).

XYZ file:
```
8
H6NO, DFT ωB97M-V/def2-TZVPD
O 1.042 1.262 0.614
H 1.211 1.613 1.518
H 1.668 1.755 0.037
N -0.784 -0.926 -0.434
H -1.779 -1.124 -0.215
H -0.535 0.020 -0.086
H -0.642 -0.965 -1.461
H -0.181 -1.634 0.026
```

Values from the calculation:
charge = +1
largest force on an atom = 0.97 eV/Å
HOMO = -16.2 eV
energy relative to the best compared isomer or geometry (same formula, charge and spin) = 14.0 kJ/mol

natural (NBO) population analysis, charges in e, atoms 1 to 6: -0.996 0.506 0.502 -0.882 0.458 0.490



# 2
# C5H8N2

A single C5H8N2 molecule (ωB97M-V/def2-TZVPD, OMol25).

XYZ file:
```
15
C5H8N2, DFT ωB97M-V/def2-TZVPD
C 0.526 0.208 1.084
C 0.020 0.150 -0.353
C -0.643 -1.221 -0.505
C -0.593 -1.927 0.836
N 0.049 -1.079 1.615
C -0.413 1.371 -1.064
N 0.814 0.674 -1.456
H 1.622 0.258 1.139
H 0.110 1.042 1.660
H 0.233 -1.307 2.584
H -0.114 -1.828 -1.250
H -1.684 -1.160 -0.844
H -0.333 2.327 -0.546
H -1.224 1.316 -1.788
H 1.630 1.176 -1.111
```

Values from the calculation:
largest force on an atom = 0.58 eV/Å
HOMO = -8.2 eV
energy relative to the best compared isomer or geometry (same formula, charge and spin) = 286.4 kJ/mol

natural (NBO) population analysis, charges in e, atoms 1 to 6: -0.254 0.047 -0.543 0.118 -0.564 -0.247



# 3
# C3H6N2OS

A single C3H6N2OS molecule at a distorted geometry (ωB97M-V/def2-TZVPD, OMol25).

XYZ file:
```
13
C3H6N2OS, DFT ωB97M-V/def2-TZVPD
N 1.439 -0.953 -0.580
N 0.357 -0.940 0.426
C -0.660 -0.047 0.391
O -1.091 0.586 1.583
C -0.396 1.462 0.627
C -1.183 2.591 0.095
S -0.447 3.910 -0.521
H 0.954 -0.823 -1.500
H 2.252 -0.285 -0.476
H 0.787 -1.162 1.265
H -1.506 -0.235 -0.236
H 0.610 1.764 1.029
H -2.278 2.615 -0.119
```

Values from the calculation:
SMILES = NN[C@H]1O[C@@H]1C=S
largest force on an atom = 3.83 eV/Å
HOMO = -8.9 eV
energy relative to the best compared isomer or geometry (same formula, charge and spin) = 461.2 kJ/mol

natural (NBO) population analysis, charges in e, atoms 1 to 6: -0.678 -0.489 0.248 -0.469 -0.069 -0.296



# 4
# C4H9O5S

2 unconnected molecules or ions with the total composition C4H9O5S at a distorted geometry (ωB97M-V/def2-TZVPD, OMol25).

XYZ file:
```
19
C4H9O5S, DFT ωB97M-V/def2-TZVPD
C 0.821 -0.446 -1.789
C 0.758 -1.897 0.739
C 1.230 2.026 0.492
C 1.205 0.022 -0.603
O -1.492 0.766 0.580
O -2.323 -1.450 0.106
O -3.899 0.523 -0.114
O 1.290 -0.635 0.544
O 1.619 1.314 -0.628
S -2.269 -0.022 -0.384
H -3.757 0.976 0.703
H 0.706 -1.554 -1.962
H 0.644 0.255 -2.556
H -0.295 -1.902 0.895
H 1.212 -2.068 1.814
H 1.108 -2.616 -0.013
H 1.641 3.109 0.338
H 1.634 1.538 1.379
H 0.168 2.059 0.459
```

Values from the calculation:
charge = -1
largest force on an atom = 3.39 eV/Å
HOMO = -4.2 eV
energy relative to the best compared isomer or geometry (same formula, charge and spin) = 149.7 kJ/mol

natural (NBO) population analysis, charges in e, atoms 1 to 6: -0.635 -0.246 -0.262 0.623 -1.080 -1.061



# 5
# C2H4N2S2

A single C2H4N2S2 molecule at a distorted geometry (ωB97M-V/def2-TZVPD, OMol25).

XYZ file:
```
10
C2H4N2S2, DFT ωB97M-V/def2-TZVPD
H 2.359 0.568 -0.272
N 1.629 -0.099 -0.088
C 0.474 0.335 0.006
N -0.119 1.600 -0.190
C -0.706 -0.743 -0.211
S -2.396 -0.362 -0.085
S 0.172 -2.247 -0.084
H -1.074 1.534 0.271
H 0.665 2.160 0.378
H -1.005 -2.744 0.275
```

Values from the calculation:
SMILES = [H]/N=C(\N)C(=S)S
largest force on an atom = 5.82 eV/Å
HOMO = -9.1 eV
energy relative to the best compared isomer or geometry (same formula, charge and spin) = 237.7 kJ/mol

natural (NBO) population analysis, charges in e, atoms 1 to 6: 0.364 -0.688 0.375 -0.812 -0.301 -0.051



# 6
# C12H14N2O4S

A single C12H14N2O4S molecule at a distorted geometry (ωB97M-V/def2-TZVPD, OMol25).

XYZ file:
```
33
C12H14N2O4S, DFT ωB97M-V/def2-TZVPD
C -4.344 -0.129 -0.520
C -2.968 0.246 -1.002
C -2.607 1.261 0.317
S -0.915 1.979 -0.126
O -0.762 3.279 0.363
O -0.505 1.805 -1.341
N -0.026 1.179 1.005
C 0.668 -0.266 0.484
C 1.936 -0.110 0.085
C 2.924 0.660 -0.032
O 2.855 2.090 0.470
O 3.916 0.455 -0.644
N 2.089 -1.494 -0.545
C 0.904 -2.232 -0.057
C 0.727 -3.696 -0.412
C -0.573 -4.077 0.001
C -1.359 -3.110 0.528
C -1.226 -1.852 0.990
C -0.017 -1.364 0.377
H -4.537 -0.788 -1.428
H -4.958 0.770 -0.554
H -4.368 -0.738 0.290
H -2.313 -0.423 -1.063
H -2.937 1.015 -1.769
H -3.258 2.115 0.494
H -2.540 0.884 1.113
H 0.817 1.843 1.347
H 4.646 1.200 -0.724
H 3.026 -1.774 -0.875
H 1.413 -3.988 -1.207
H -0.850 -5.003 -0.112
H -2.410 -3.536 0.954
H -2.022 -1.200 1.573
```

Values from the calculation:
SMILES = CCCS(=O)(=O)Nc1c(C(=O)O)[nH]c2ccccc12
largest force on an atom = 18.39 eV/Å
HOMO = -8.8 eV
energy relative to the best compared isomer or geometry (same formula, charge and spin) = 1317.8 kJ/mol

natural (NBO) population analysis, charges in e, atoms 1 to 6: -0.617 -0.339 -0.566 2.378 -0.980 -0.956



# 7
# C11H19BN8Pt

A molecular structure, C11H19BN8Pt (ωB97M-V/def2-TZVPD, OMol25).

XYZ file:
```
40
C11H19BN8Pt, DFT ωB97M-V/def2-TZVPD
Pt 0.426 -0.129 -0.537
C 3.307 0.700 -2.101
C 3.395 -0.164 -0.949
N 2.368 -0.412 -0.255
N 0.978 1.329 -1.815
C 2.125 1.463 -2.389
B -0.224 2.322 -1.894
N -1.439 1.420 -2.017
C -2.615 1.501 -2.653
C -3.345 0.351 -2.390
C -2.537 -0.421 -1.576
N -1.386 0.237 -1.336
N -0.208 2.872 -0.386
C -0.407 4.031 0.154
C -0.256 3.888 1.587
C 0.060 2.492 1.771
N 0.083 1.904 0.617
H 4.199 0.857 -2.696
H 4.367 -0.579 -0.660
H 2.220 2.261 -3.126
H -0.141 3.206 -2.678
H -2.866 2.358 -3.260
H -4.326 0.101 -2.760
H -2.737 -1.407 -1.187
H -0.638 4.920 -0.420
H -0.350 4.659 2.342
H 0.262 1.983 2.702
N 0.353 -4.626 2.896
C -0.440 -3.355 2.679
C 0.311 -2.214 1.946
N -0.269 -1.853 0.604
H -0.214 -5.297 3.433
H 1.203 -4.471 3.449
H 0.625 -5.108 2.033
H -0.728 -3.024 3.674
H -1.353 -3.645 2.159
H 1.367 -2.444 1.806
H 0.255 -1.322 2.564
H -1.279 -1.746 0.709
H -0.147 -2.640 -0.036
```

Values from the calculation:
expectation value of S² = 6.06
charge = +4
largest force on an atom = 0.21 eV/Å
spin multiplicity = 5
HOMO (alpha / beta) = -21.5 / -21.5 eV
energy relative to the best compared isomer or geometry (same formula, charge and spin) = 17.9 kJ/mol

natural (NBO) population analysis, charges in e, atoms 1 to 6: 1.350 -0.062 0.008 -0.232 -0.540 0.141



# 8
# C7H10OSi

A single C7H10OSi molecule at a distorted geometry (ωB97M-V/def2-TZVPD, OMol25).

XYZ file:
```
19
C7H10OSi, DFT ωB97M-V/def2-TZVPD
C 0.308 -2.036 2.265
C -0.775 -1.443 1.802
C -0.802 -0.110 1.179
C 0.355 0.863 1.297
Si 0.028 0.307 -0.523
C -0.863 1.469 -1.682
C -0.395 1.879 -2.876
C 1.461 -0.679 -1.227
O 1.521 -1.122 -2.350
H 1.257 -1.606 1.779
H 0.438 -3.125 2.587
H -1.735 -1.914 2.042
H -1.797 0.278 1.216
H -0.072 1.834 1.382
H 1.290 0.417 1.765
H -1.940 1.742 -1.361
H -1.091 2.444 -3.530
H 0.516 1.640 -3.236
H 2.296 -0.840 -0.530
```

Values from the calculation:
SMILES = C=C[C@H]1C[Si@@]1(C=C)C=O
largest force on an atom = 4.59 eV/Å
HOMO = -8.2 eV
energy relative to the best compared isomer or geometry (same formula, charge and spin) = 273.5 kJ/mol

natural (NBO) population analysis, charges in e, atoms 1 to 6: -0.437 -0.172 -0.546 -0.780 1.261 -0.655



# 9
# C6H12O

2 unconnected molecules or ions with the total composition C6H12O (ωB97M-V/def2-TZVPD, OMol25).

XYZ file:
```
19
C6H12O, DFT ωB97M-V/def2-TZVPD
C -2.827 -0.997 0.430
C -1.693 -0.926 -0.598
C -0.524 -0.109 -0.109
C 1.943 -0.053 0.082
C 3.047 0.917 0.343
C -0.297 1.193 -0.550
O 0.773 1.811 -0.344
H -3.703 -1.529 0.043
H -2.491 -1.511 1.338
H -3.139 0.013 0.721
H -1.376 -1.947 -0.858
H -2.069 -0.490 -1.535
H -0.243 -0.265 0.932
H 1.895 -0.496 -0.906
H 1.755 -0.762 0.882
H 3.977 0.330 0.429
H 2.907 1.465 1.277
H 3.158 1.630 -0.474
H -1.094 1.724 -1.103
```

Values from the calculation:
largest force on an atom = 0.56 eV/Å
HOMO (alpha / beta) = -7.8 / -7.5 eV
energy relative to the best compared isomer or geometry (same formula, charge and spin) = 443.6 kJ/mol

natural (NBO) population analysis, charges in e, atoms 1 to 6: -0.599 -0.434 -0.369 -0.071 -0.675 0.309



# 10
# C2H3Cl2NSSi

2 unconnected molecules or ions with the total composition C2H3Cl2NSSi at a distorted geometry (ωB97M-V/def2-TZVPD, OMol25).

XYZ file:
```
10
C2H3Cl2NSSi, DFT ωB97M-V/def2-TZVPD
C -2.417 -1.245 -0.203
C 1.459 -0.192 0.130
N -1.489 -0.512 -0.099
Si 0.574 1.446 0.104
S -3.546 -2.413 -0.351
Cl -0.028 2.169 -1.592
Cl 0.576 2.434 1.793
H 0.713 -1.116 0.456
H 1.863 -0.451 -0.901
H 2.296 -0.120 0.664
```

Values from the calculation:
largest force on an atom = 5.18 eV/Å
HOMO = -7.2 eV
energy relative to the best compared isomer or geometry (same formula, charge and spin) = 314.7 kJ/mol

natural (NBO) population analysis, charges in e, atoms 1 to 6: 0.153 -1.175 -0.758 1.680 -0.280 -0.239



The lowest energy relative to the best compared isomer or geometry (same formula, charge and spin) belongs to which entry? H6NO



Which formula does entry 8 have? C7H10OSi



Look up the largest force on an atom of the tenth one. 5.18 eV/Å